{
  "formula": "C33H77N11O11",
  "method": "ωB97M-V/def2-TZVPD",
  "gap_ev": 9.1,
  "smiles": "CN(C)C=O.CN(C)C=O.CN(C)C=O.CN(C)C=O.CN(C)C=O.CN(C)C=O.CN(C)C=O.CN(C)C=O.CN(C)C=O.CN(C)C=O.CN(C)C=O",
  "relative_energy_kj_mol": 784.85,
  "species": ["C", "N", "C", "C", "O", "H", "H", "H", "H", "H", "H", "H", "C", "N", "C", "C", "O", "H", "H", "H", "H", "H", "H", "H", "C", "N", "C", "C", "O", "H", "H", "H", "H", "H", "H", "H", "C", "N", "C", "C", "O", "H", "H", "H", "H", "H", "H", "H", "C", "N", "C", "C", "O", "H", "H", "H", "H", "H", "H", "H", "C", "N", "C", "C", "O", "H", "H", "H", "H", "H", "H", "H", "C", "N", "C", "C", "O", "H", "H", "H", "H", "H", "H", "H", "C", "N", "C", "C", "O", "H", "H", "H", "H", "H", "H", "H", "C", "N", "C", "C", "O", "H", "H", "H", "H", "H", "H", "H", "C", "N", "C", "C", "O", "H", "H", "H", "H", "H", "H", "H", "C", "N", "C", "C", "O", "H", "H", "H", "H", "H", "H", "H"],
  "positions_angstrom": [[-15.1683, -4.3063, -11.3027], [-14.3475, -3.1807, -11.8525], [-13.8024, -2.2289, -10.8743], [-14.0121, -3.0672, -13.1494], [-13.3681, -2.1930, -13.6643], [-15.8141, -3.9501, -10.4981], [-14.5341, -5.0582, -10.8174], [-15.7684, -4.6808, -12.0699], [-13.7564, -2.8452, -9.8765], [-12.7667, -1.9180, -11.1046], [-14.4940, -1.4635, -10.7017], [-14.4231, -3.8724, -13.7822], [-19.8096, -7.5877, -18.2750], [-19.0758, -7.0095, -17.1487], [-19.7533, -6.2793, -16.0777], [-17.7450, -7.0563, -17.1699], [-16.9752, -6.4578, -16.4331], [-20.6286, -8.2755, -17.9958], [-19.1800, -8.1509, -18.9347], [-20.3318, -6.7800, -18.9425], [-20.7638, -6.0878, -16.4888], [-19.7283, -6.8050, -15.1607], [-19.2258, -5.3320, -15.9899], [-17.3418, -7.7338, -17.9371], [-21.1688, -2.4601, -15.2624], [-22.3307, -3.0336, -15.8261], [-22.9929, -4.1246, -15.0578], [-22.8834, -2.6491, -17.0169], [-22.2831, -1.8376, -17.7022], [-20.2863, -2.9868, -15.6239], [-21.2955, -2.5593, -14.1553], [-21.0153, -1.4149, -15.5384], [-23.2345, -3.7972, -14.0019], [-23.9401, -4.3597, -15.5323], [-22.4055, -5.0527, -15.0717], [-23.8993, -3.0313, -17.1585], [-20.6659, -2.4363, -20.3546], [-20.5400, -3.5132, -19.4289], [-19.5030, -3.5086, -18.4053], [-21.6795, -4.1631, -19.1815], [-21.9056, -4.9748, -18.2660], [-21.1960, -2.8137, -21.1730], [-19.6727, -2.0857, -20.6856], [-21.2250, -1.5808, -19.9064], [-19.7580, -3.0276, -17.4955], [-19.1592, -4.4718, -18.1420], [-18.5730, -3.1019, -18.8516], [-22.4711, -3.9765, -19.8795], [-19.8558, -1.3026, -11.3235], [-19.4955, -2.5047, -10.5549], [-18.7856, -3.5215, -11.2454], [-19.9228, -2.7226, -9.2949], [-19.6048, -3.7068, -8.6277], [-19.1230, -0.4620, -11.2456], [-20.7784, -0.8990, -10.9273], [-20.0002, -1.5365, -12.4034], [-18.1253, -3.2430, -12.0592], [-18.2811, -4.1189, -10.4949], [-19.3993, -4.2663, -11.7289], [-20.5482, -1.9511, -8.8785], [-18.1088, 1.9316, -17.9268], [-18.5836, 1.7152, -16.5914], [-19.4732, 0.5803, -16.3860], [-18.2831, 2.5408, -15.5259], [-18.7654, 2.4200, -14.4081], [-17.5315, 2.8424, -18.0095], [-18.9205, 2.0274, -18.6421], [-17.5010, 1.1288, -18.2323], [-19.0727, -0.3270, -16.8833], [-19.6435, 0.4977, -15.2970], [-20.5249, 0.7161, -16.8249], [-17.7580, 3.4485, -15.8750], [-15.5837, -0.7398, -16.2047], [-16.3600, -1.6128, -15.3180], [-16.7154, -2.9915, -15.6668], [-17.1096, -0.9325, -14.4556], [-17.9050, -1.4006, -13.6455], [-15.2290, 0.1789, -15.7695], [-16.1488, -0.6226, -17.1464], [-14.6452, -1.2457, -16.5164], [-17.2886, -3.4662, -14.8487], [-17.3965, -3.0994, -16.5088], [-15.8844, -3.6409, -15.9713], [-17.1166, 0.1366, -14.6065], [-13.8726, 4.7053, -15.7008], [-13.2455, 3.4471, -15.9498], [-11.8530, 3.4330, -16.3628], [-13.7852, 2.3571, -15.2918], [-14.9057, 2.3086, -14.7863], [-14.9087, 4.6836, -15.4085], [-13.8758, 5.3513, -16.6014], [-13.3371, 5.2731, -14.9316], [-11.9104, 4.1258, -17.2372], [-11.2413, 4.0324, -15.5195], [-11.5367, 2.3890, -16.4739], [-13.1379, 1.4807, -15.2473], [-21.1551, 2.4640, -12.6394], [-22.2586, 2.0547, -13.5316], [-22.4734, 2.4940, -14.9419], [-23.1243, 1.1324, -13.0824], [-24.0300, 0.6101, -13.7057], [-21.4425, 2.4427, -11.5657], [-21.0181, 3.5710, -12.8301], [-20.3051, 1.8436, -12.9003], [-22.7625, 3.5420, -15.0262], [-21.6088, 2.3830, -15.5800], [-23.2709, 1.8320, -15.2721], [-22.9572, 0.9911, -12.0152], [-14.7642, 2.0283, -10.1571], [-15.5232, 2.6686, -11.2421], [-16.4126, 1.8373, -11.9721], [-15.3360, 3.9761, -11.4901], [-14.5586, 4.6707, -10.8507], [-14.3646, 2.7384, -9.3987], [-13.9401, 1.4603, -10.5587], [-15.4839, 1.3743, -9.6671], [-17.0379, 2.4712, -12.6500], [-15.8343, 1.1339, -12.6001], [-16.9784, 1.2531, -11.2933], [-15.9621, 4.3009, -12.3515], [-13.4109, -8.5288, -21.0121], [-14.4921, -7.9073, -21.7563], [-14.1305, -6.8783, -22.6937], [-15.8082, -8.2190, -21.5584], [-16.7009, -7.6443, -22.1219], [-12.8342, -7.7825, -20.5016], [-12.7524, -9.1342, -21.6345], [-13.9077, -9.1502, -20.2603], [-15.0461, -6.4442, -23.0774], [-13.6310, -6.0341, -22.2721], [-13.5150, -7.3272, -23.4432], [-15.8936, -8.9550, -20.6633]],
  "forces_ev_per_angstrom": [[1.6, 1.6, 0.9], [0.0, -0.3, 1.0], [1.0, -3.2, 1.7], [-1.1, -1.2, -0.2], [0.9, 1.2, -0.1], [-0.1, 0.3, -0.3], [0.0, -0.1, -0.5], [-0.8, -0.9, -1.2], [0.1, 1.3, -1.7], [-0.8, 0.1, -0.2], [-0.7, 1.6, 0.1], [-0.1, -0.2, 0.2], [-2.0, 1.3, -0.8], [-0.5, -0.7, -0.4], [-0.4, 0.8, -2.4], [1.1, -0.1, 0.0], [-0.4, 0.1, 0.2], [0.4, 0.4, 0.4], [0.7, -0.2, -0.1], [1.0, -1.2, 1.4], [0.4, 0.0, 0.7], [-0.1, -0.6, 1.0], [-0.1, 0.2, 0.4], [-0.1, 0.0, -0.2], [0.6, 0.2, 0.8], [-2.8, -1.6, -0.1], [0.1, 0.9, 0.3], [1.6, 0.8, 2.1], [-0.6, 0.1, -0.9], [0.3, -0.2, 0.5], [0.6, 0.2, -0.9], [-0.4, -0.1, 0.0], [0.5, -0.3, -1.1], [-0.1, 0.0, -0.1], [0.1, 0.3, 0.2], [0.1, -0.1, -0.5], [0.9, 2.0, 0.8], [0.2, -0.6, 1.3], [1.2, 0.4, -1.7], [-0.4, -2.0, 1.6], [0.7, 1.0, -0.8], [-0.8, -0.2, -1.5], [-0.4, -0.2, 0.1], [0.4, -0.5, -0.3], [-0.5, 0.9, 0.6], [-0.2, -1.5, 0.2], [-0.6, 0.4, 0.2], [-0.5, 0.4, -0.8], [0.0, 0.4, -0.1], [-0.5, 1.4, -1.0], [0.8, -1.7, 0.1], [1.1, -1.4, 0.3], [-0.4, 0.6, -0.5], [-0.2, -0.9, -0.1], [-0.4, 0.0, 0.1], [0.2, 0.1, 0.9], [0.2, 1.0, 0.4], [0.5, 0.0, 0.1], [-1.0, -0.2, -0.1], [-0.4, 0.7, 0.1], [-0.5, 1.0, 0.1], [-0.3, 0.1, 1.1], [-1.3, 0.0, -0.2], [-1.6, 0.0, -1.1], [0.9, -0.1, -0.6], [0.2, 0.3, 0.2], [-0.3, -0.1, 0.0], [0.9, -1.1, -0.5], [0.0, 0.3, 0.6], [0.4, -0.4, -0.6], [1.5, 0.2, 0.3], [0.4, -0.3, 0.3], [0.7, -2.1, -1.6], [0.6, 0.2, -0.5], [-0.1, -0.7, 0.3], [-1.9, -0.4, 0.9], [0.4, -0.3, -0.2], [-0.7, 0.3, 0.4], [0.2, 0.5, 0.3], [-0.5, -0.1, 0.3], [0.7, 0.4, -0.1], [-0.2, 0.7, -0.4], [0.2, 0.5, 0.6], [0.7, 0.7, 0.2], [0.3, 1.9, -0.7], [-1.2, -2.1, 1.4], [-0.1, 2.7, 1.7], [-0.7, 0.8, 0.0], [0.9, 0.3, -0.5], [-0.2, -0.8, 0.2], [0.3, -0.4, 0.2], [0.1, -0.1, 0.1], [1.0, -1.1, 0.1], [-0.9, -1.6, -1.8], [0.2, 0.6, -0.4], [0.4, -0.2, -0.2], [-0.9, 1.7, -0.7], [-0.2, 0.2, -0.7], [0.3, -0.2, 1.0], [-0.4, 0.4, 0.1], [0.1, -0.2, 0.1], [0.0, -0.5, -0.7], [0.5, -1.3, 0.0], [0.4, 0.5, 0.5], [-0.2, 0.0, 0.3], [0.5, -0.3, 0.1], [0.0, 0.3, -0.3], [-0.1, -0.6, 0.5], [-0.6, 0.7, 0.3], [1.1, 0.5, 1.3], [0.4, 0.4, -2.0], [0.3, -0.2, 0.1], [-0.4, 0.2, -0.6], [-0.5, -0.2, -0.9], [0.3, -0.4, -0.1], [0.2, -0.3, 0.2], [0.3, -0.8, 0.6], [-0.3, 0.2, 0.1], [-1.0, -0.5, 0.6], [0.2, 0.3, 0.3], [-1.2, -0.4, 0.1], [0.2, -0.1, 0.3], [-1.0, -0.1, -0.1], [1.5, 0.1, 1.7], [-1.0, -0.4, -0.1], [0.4, 0.4, 0.3], [0.0, 0.0, -0.1], [0.4, -0.2, 0.0], [-0.1, -0.3, -0.5], [0.8, 0.3, 0.8], [0.4, 0.0, -0.9], [-0.3, 0.6, -1.4]],
  "mulliken_charge": [-1.14, 0.21, -1.11, 0.03, -0.62, 0.38, 0.36, 0.43, 0.35, 0.31, 0.41, 0.41, -0.70, 0.18, -0.47, 0.12, -0.57, 0.29, 0.36, 0.10, 0.23, 0.46, -0.20, 0.19, -0.17, 0.55, -0.85, -0.15, -0.52, -0.27, 0.14, 0.12, 0.31, 0.35, 0.20, 0.27, -1.01, 0.36, -0.19, -0.42, -0.49, 0.46, 0.28, 0.30, -0.21, -0.01, 0.33, 0.52, -0.18, 0.22, -0.91, 0.07, -0.62, -0.07, 0.34, -0.16, 0.11, 0.41, 0.34, 0.34, -1.00, 0.67, -1.24, -0.14, -0.37, 0.31, 0.33, 0.30, 0.34, 0.13, 0.54, 0.18, -0.46, 0.97, -1.07, -0.26, -0.31, -0.19, 0.21, 0.31, 0.10, 0.14, 0.51, 0.21, -0.92, 0.18, -0.83, -0.01, -0.48, 0.19, 0.34, 0.37, 0.28, 0.26, 0.32, 0.29, -0.79, 0.12, -0.75, 0.10, -0.63, 0.39, 0.28, 0.20, 0.31, 0.12, 0.31, 0.36, -0.96, 0.16, -0.41, 0.19, -0.65, 0.31, 0.31, 0.33, -0.06, 0.21, 0.23, 0.31, -0.84, 0.07, -0.96, 0.36, -0.60, 0.33, 0.29, 0.26, 0.29, 0.34, 0.32, 0.14]
}